(1)
Here is a structure of composition C20H25Al2Br3Cl2F22N4O8P in a non-equilibrium geometry from the OMol25 dataset. Energies are from ωB97M-V/def2-TZVPD.

Geometry (Å):
C: 0.624 -2.063 3.605
C: 2.024 -1.169 3.569
C: 2.890 -1.406 2.158
O: 2.621 -0.334 1.185
C: 2.413 -0.854 -0.176
C: 1.020 -1.711 -0.379
C: 0.852 -3.128 -1.172
N: -0.363 -3.956 -1.419
N: -1.561 -3.570 -0.911
C: -1.595 -2.324 -0.123
N: -2.990 -1.996 0.458
C: -2.967 -2.288 1.949
O: -2.381 -3.464 2.306
F: -3.497 -1.360 2.991
C: -4.046 -2.887 -0.194
O: -4.827 -2.339 -1.157
F: -4.298 -4.307 0.152
C: -0.453 -1.223 0.257
C: -0.640 0.155 1.122
C: -1.944 1.074 0.659
O: -1.741 2.415 0.538
H: 0.681 -2.934 4.412
H: -0.303 -1.387 3.925
H: 0.508 -2.544 2.544
H: 1.806 -0.035 3.779
H: 2.654 -1.552 4.508
H: 2.684 -2.486 1.722
H: 4.029 -1.268 2.489
H: 2.528 -0.031 -1.029
H: 3.298 -1.627 -0.386
H: 1.864 -3.570 -1.626
H: -0.299 -4.861 -1.971
H: -0.686 0.016 2.284
H: 0.310 0.844 0.903
H: -3.025 0.651 0.480
C: 5.505 -2.658 -2.462
Cl: 6.693 -2.213 -1.232
Cl: 3.882 -2.765 -1.770
H: 5.507 -1.901 -3.250
H: 5.776 -3.629 -2.884
F: 9.568 -0.535 -4.175
Al: 9.073 -2.258 -4.345
F: 7.311 -2.344 -4.707
F: 9.413 -3.134 -2.808
F: 9.999 -3.020 -5.688
F: 8.773 -0.558 -1.345
Al: -2.027 -3.989 4.466
C: -4.471 3.804 1.381
N: -4.368 4.576 2.649
O: -3.238 4.930 3.006
O: -5.424 4.805 3.250
H: -3.470 3.678 0.963
H: -4.914 2.836 1.621
H: -5.105 4.374 0.699
F: 10.890 3.482 -3.438
P: 11.776 2.402 -2.747
F: 11.448 1.843 -4.164
F: 13.282 2.145 -3.057
F: 11.695 0.940 -2.215
F: 10.784 2.440 -1.546
F: 12.558 3.564 -2.063
O: -5.800 1.003 1.962
H: -6.047 0.280 2.508
C: 10.258 5.992 0.255
Br: 10.654 4.314 -0.646
Br: 11.588 7.356 -0.139
Br: 8.453 6.609 -0.124
H: 10.310 5.796 1.331
C: -10.504 0.241 0.858
C: -10.365 1.599 0.154
C: -10.995 1.672 -1.233
F: -10.441 0.795 -2.101
F: -10.813 2.907 -1.776
F: -9.053 1.954 0.123
F: -10.981 2.531 0.949
O: -9.381 -0.640 0.758
C: -9.328 -1.427 -0.430
C: -8.116 -1.095 -1.311
F: -8.107 0.212 -1.677
F: -8.133 -1.820 -2.461
F: -10.505 -1.323 -1.089
F: -9.248 -2.721 -0.013
H: -10.582 0.455 1.931
H: -11.445 -0.265 0.612
H: -12.073 1.487 -1.190
H: -7.180 -1.303 -0.785
F: 11.727 6.093 1.941

Summary:
* E_tot: -13262.8268 Ha
* maximum force: 10.43 eV/Å
* LUMO: -0.1363 Ha
* total charge: -1
* gap between HOMO and LUMO: 2.17 eV
* 2S+1: 1

(2)
Here is a structure of composition C20H25B2F4MnN7O4S from the OMol25 dataset. Energies are from ωB97M-V/def2-TZVPD.

Geometry (Å):
Mn: -0.626 0.247 -0.101
C: 2.360 0.823 3.578
C: 1.079 0.479 2.862
N: 0.801 -0.753 2.795
O: 0.228 -2.153 1.075
B: -1.275 -3.204 -0.569
F: -2.408 -2.911 0.031
F: -0.639 -4.329 -0.344
O: -0.759 -2.416 -1.589
N: -1.166 -1.078 -1.580
C: -1.592 -0.615 -2.700
C: -1.855 -1.415 -3.924
C: -1.858 0.860 -2.694
N: -1.424 1.444 -1.633
O: -1.671 2.754 -1.486
B: -1.680 3.083 -0.006
F: -2.492 2.133 0.626
F: -2.077 4.366 0.114
O: -0.297 2.946 0.568
N: -0.038 1.708 1.112
C: 0.407 1.729 2.312
C: 0.463 2.983 3.120
C: -2.618 1.537 -3.779
H: 2.921 -0.089 3.760
H: 2.146 1.299 4.536
H: 2.961 1.526 3.001
H: -1.478 -2.429 -3.838
H: -1.415 -0.925 -4.791
H: -2.934 -1.447 -4.095
H: -0.364 3.633 2.842
H: 1.388 3.529 2.930
H: 0.417 2.751 4.181
H: -2.366 1.132 -4.756
H: -2.421 2.605 -3.760
H: -3.690 1.394 -3.626
C: -2.594 -3.223 4.829
C: -2.103 -2.297 3.757
C: -0.840 -2.374 3.252
C: -0.332 -1.437 2.202
N: -1.335 -0.610 1.592
C: -2.522 -0.528 2.119
C: -2.950 -1.311 3.216
H: -1.768 -3.634 5.403
H: -3.146 -4.051 4.384
H: -3.268 -2.706 5.510
H: -0.115 -3.074 3.647
H: 0.945 -2.712 1.413
H: -3.209 0.170 1.654
H: -3.954 -1.173 3.590
N: 5.150 -0.084 -4.491
C: 4.779 0.881 -3.691
S: 5.632 2.348 -3.602
C: 3.606 0.711 -2.799
C: 3.291 -0.543 -2.282
C: 2.195 -0.644 -1.442
N: 1.445 0.408 -1.108
C: 1.750 1.612 -1.600
C: 2.827 1.809 -2.453
H: 5.976 -0.026 -5.073
H: 4.586 -0.920 -4.586
H: 3.889 -1.425 -2.468
H: 1.910 -1.596 -1.010
H: 1.119 2.436 -1.286
H: 3.009 2.798 -2.851

Summary:
* E_tot: -3459.3827 Ha
* maximum force: 0.43 eV/Å
* LUMO (spin up / spin down): -0.2798 / -0.3652 Ha
* total charge: +2
* gap between HOMO and LUMO (spin up / spin down): 5.66 / 3.21 eV
* 2S+1: 6

(3)
Here is a structure of composition C20H25BCoF4N5O2S in a non-equilibrium geometry from the OMol25 dataset. Energies are from ωB97M-V/def2-TZVPD.

Geometry (Å):
Co: -0.148 1.102 -0.135
O: -1.670 0.876 -1.446
N: -2.815 1.430 -1.077
C: -3.676 1.817 -2.035
C: -4.914 2.309 -1.719
C: -5.267 2.439 -0.377
C: -4.359 2.081 0.591
C: -3.111 1.565 0.236
S: -1.961 1.047 1.399
H: -3.303 1.709 -3.041
H: -5.591 2.597 -2.509
H: -6.237 2.826 -0.097
H: -4.571 2.186 1.645
O: 1.279 1.366 1.090
C: 2.542 1.070 0.965
C: 3.293 0.724 2.109
C: 4.625 0.382 2.017
C: 5.275 0.376 0.784
C: 4.570 0.730 -0.348
C: 3.222 1.084 -0.278
C: 2.474 1.433 -1.469
N: 1.189 1.195 -1.672
C: 0.866 1.640 -2.929
C: 1.984 2.141 -3.511
N: 2.990 1.999 -2.581
H: 2.780 0.729 3.062
H: 5.173 0.098 2.907
H: 6.314 0.083 0.710
H: 5.058 0.701 -1.316
H: -0.143 1.580 -3.296
H: 2.138 2.601 -4.470
H: 3.921 2.365 -2.666
F: -0.528 3.077 -0.489
B: -1.052 4.120 -1.422
F: -0.007 4.977 -1.689
F: -1.481 3.442 -2.570
F: -2.114 4.720 -0.771
C: 1.826 -2.896 2.294
C: 0.394 -2.419 2.545
N: -0.556 -2.720 1.478
C: -1.371 -3.924 1.591
C: -0.741 -5.137 0.905
C: -0.672 -1.884 0.427
C: -1.810 -2.073 -0.531
N: 0.170 -0.919 0.211
H: 2.443 -2.634 3.154
H: 2.262 -2.430 1.410
H: 1.864 -3.977 2.162
H: 0.388 -1.338 2.708
H: 0.018 -2.883 3.456
H: -2.356 -3.731 1.173
H: -1.509 -4.135 2.651
H: -0.483 -4.901 -0.128
H: -1.436 -5.978 0.906
H: 0.167 -5.445 1.421
H: -2.764 -1.937 -0.018
H: -1.793 -3.061 -0.993
H: -1.720 -1.313 -1.299
H: 0.936 -0.883 0.875

Summary:
* E_tot: -3406.9087 Ha
* maximum force: 1.81 eV/Å
* LUMO (spin up / spin down): -0.0232 / -0.0232 Ha
* gap between HOMO and LUMO (spin up / spin down): 7.20 / 7.20 eV
* 2S+1: 1